(one)
This record from OMol25 describes 2 unconnected molecules or ions with the total composition C3H11N3. The level of theory is ωB97M-V/def2-TZVPD.

CARTESIAN COORDINATES (ANGSTROEM)
N (-3.66, 1.37, -0.49)
N (1.30, -2.08, -0.47)
N (-3.47, 3.53, -1.00)
C (2.06, -1.83, 0.72)
C (-3.05, 2.60, -0.26)
C (3.54, -1.37, 0.35)
H (-4.45, 1.46, -1.25)
H (2.31, -2.73, 1.36)
H (1.51, -1.14, 1.27)
H (-3.09, 4.47, -0.74)
H (-2.63, 2.82, 0.75)
H (1.06, -1.19, -0.90)
H (4.09, -2.29, -0.05)
H (3.64, -0.53, -0.45)
H (-3.79, 0.57, 0.21)
H (0.45, -2.67, -0.27)
H (4.17, -0.98, 1.22)

Properties
- HOMO (eV) = -9.11
- SMILES = [H]/N=C/N.CCN
- E_LUMO (eV) = 0.730

(two)
This record from OMol25 describes 2 unconnected molecules or ions with the total composition C3H11N3. The level of theory is ωB97M-V/def2-TZVPD.

CARTESIAN COORDINATES (ANGSTROEM)
N (1.10, 0.04, -1.58)
N (3.17, -0.93, -1.40)
N (-1.13, 0.81, 0.29)
C (-1.83, -0.45, -0.01)
C (-0.74, 0.84, 1.71)
C (2.07, -0.58, -0.86)
H (1.37, 0.33, -2.52)
H (3.82, -1.26, -0.71)
H (0.20, 0.23, -1.21)
H (-1.62, 0.83, 2.35)
H (-2.72, -0.56, 0.63)
H (-0.17, 1.75, 1.91)
H (-0.12, -0.03, 1.92)
H (1.82, -0.80, 0.18)
H (-1.20, -1.33, 0.11)
H (-1.84, 1.52, 0.22)
H (-2.19, -0.42, -1.04)

Properties
- HOMO (eV) = -8.66
- SMILES = [H]/N=C/N.CNC
- E_LUMO (eV) = 0.886

(three)
This record from OMol25 describes C3H11N3 in the gas phase. The level of theory is ωB97M-V/def2-TZVPD.

CARTESIAN COORDINATES (ANGSTROEM)
N (-1.43, 0.71, 0.95)
N (-0.71, 0.39, -0.40)
N (0.63, 0.18, -0.35)
C (1.26, -1.02, 0.44)
C (-1.43, -0.68, -1.18)
C (1.46, 1.30, -0.24)
H (-0.70, -0.96, -1.87)
H (1.50, 1.84, 0.70)
H (-2.23, -0.23, -1.78)
H (1.09, 1.94, -0.99)
H (2.22, -0.73, 0.87)
H (-1.37, 1.75, 1.08)
H (1.44, -1.71, -0.33)
H (0.59, -1.34, 1.18)
H (-1.53, -1.60, -0.68)
H (2.61, 1.12, -0.56)
H (-2.38, 0.55, 0.70)

Properties
- HOMO (eV) = -7.86
- SMILES = CN(C)N(C)N
- E_LUMO (eV) = 1.078

It is (two) that is most stable; the runner-up trails by 23.2 kcal/mol.

(one)
This record from OMol25 describes a molecular structure, C7H12N2. The level of theory is ωB97M-V/def2-TZVPD.

CARTESIAN COORDINATES (ANGSTROEM)
N (0.86, 0.45, 1.18)
N (-2.30, -0.96, -0.67)
C (-0.53, 1.14, -0.68)
C (-2.49, -0.12, 0.51)
C (-1.15, -0.11, -0.06)
C (0.87, 1.11, -0.11)
C (2.92, -0.67, -0.25)
C (1.44, -0.35, -0.42)
C (0.18, -0.68, 0.62)
H (-0.99, 2.17, -0.26)
H (3.14, -0.70, 0.83)
H (1.37, 2.14, -0.42)
H (-2.47, -0.33, -1.47)
H (0.42, 1.10, 1.88)
H (-3.13, 0.85, 0.84)
H (-0.01, -1.64, 1.12)
H (3.80, -0.14, -0.75)
H (-2.85, -0.84, 1.20)
H (1.19, -0.49, -1.60)
H (-0.75, 1.31, -1.83)
H (2.86, -1.70, -0.75)

Properties
- HOMO (eV) = -8.95
- E_LUMO (eV) = 0.997

(two)
This record from OMol25 describes C7H12N2 in the gas phase. The level of theory is ωB97M-V/def2-TZVPD.

CARTESIAN COORDINATES (ANGSTROEM)
N (0.02, 2.22, -0.04)
N (-1.36, 0.33, -0.47)
C (-3.08, -0.69, 0.02)
C (3.61, -0.65, 0.00)
C (2.25, 0.24, 0.36)
C (-1.61, -1.08, 0.09)
C (0.00, 0.99, -0.32)
C (1.14, 0.17, -0.45)
C (-2.45, 0.80, 0.19)
H (1.07, 2.55, -0.05)
H (3.33, -1.55, -0.69)
H (-2.80, 1.76, -0.17)
H (-3.51, -0.91, -1.11)
H (-2.21, 0.94, 1.36)
H (0.94, -0.89, -1.04)
H (-0.87, -1.39, 0.95)
H (-1.10, -1.63, -0.72)
H (3.93, -1.17, 0.94)
H (-4.01, -1.19, 0.77)
H (2.35, 1.03, 0.98)
H (4.36, 0.12, -0.61)

Properties
- HOMO (eV) = -8.72
- SMILES = [H]/N=C(\C=C\C)N1CCC1
- E_LUMO (eV) = 0.550

It is (two) that is most stable; the runner-up trails by 4.8 kcal/mol.

(one)
This record from OMol25 describes 2 unconnected molecules or ions with the total composition C7H12N2. The level of theory is ωB97M-V/def2-TZVPD.

CARTESIAN COORDINATES (ANGSTROEM)
N (0.97, 0.60, 1.10)
N (1.50, 0.32, -0.09)
C (-2.41, 0.14, -0.34)
C (-1.84, 1.48, -0.37)
C (-1.83, -0.99, -0.15)
C (-0.04, -0.16, 1.30)
C (0.85, -0.80, -0.74)
C (2.80, 0.29, -0.46)
C (-0.35, -1.15, 0.31)
H (-0.30, -2.13, 0.66)
H (-1.39, 1.56, -1.79)
H (-0.83, 1.49, 0.18)
H (1.58, -1.54, -0.89)
H (-2.31, -2.02, -0.45)
H (-3.55, 0.00, -0.60)
H (-2.54, 2.32, 0.07)
H (3.27, 1.18, -0.07)
H (-0.73, 0.24, 2.26)
H (3.39, -0.57, -0.41)
H (0.41, -0.52, -1.67)
H (2.70, 0.68, -1.62)

Properties
- HOMO (eV) = -7.90
- E_LUMO (eV) = 0.747

(two)
This record from OMol25 describes C7H12N2 in the gas phase. The level of theory is ωB97M-V/def2-TZVPD.

CARTESIAN COORDINATES (ANGSTROEM)
N (-2.34, 0.77, 0.52)
N (-2.49, -0.42, -0.37)
C (1.15, -0.89, 0.47)
C (1.36, 0.68, 0.85)
C (-1.10, -0.39, -0.17)
C (-0.34, -1.21, 0.72)
C (0.61, 1.45, -0.22)
C (1.08, -0.69, -1.06)
C (-0.05, 0.37, -1.02)
H (0.70, -1.45, -1.66)
H (-0.49, -1.14, 1.72)
H (0.77, 0.65, 1.87)
H (-0.48, 0.64, -1.88)
H (-2.35, 0.62, 1.45)
H (-2.84, -0.13, -1.29)
H (-0.69, -2.30, 0.46)
H (1.32, 1.97, -0.94)
H (1.92, -1.49, 0.83)
H (2.38, 0.91, 0.91)
H (-0.06, 2.16, 0.28)
H (1.95, -0.12, -1.48)

Properties
- HOMO (eV) = -8.48
- SMILES = C1C[C@H]2C[C@@H]1CC21NN1
- E_LUMO (eV) = 1.009

It is (two) that is most stable; the runner-up trails by 30.3 kcal/mol.

(one)
This record from OMol25 describes C19H22N2O2 in the gas phase. The level of theory is ωB97M-V/def2-TZVPD.

CARTESIAN COORDINATES (ANGSTROEM)
O (-1.64, 1.72, 2.94)
O (0.70, 3.16, -3.04)
N (3.13, -1.28, -0.90)
N (-0.44, 1.30, 1.08)
C (-0.52, -2.09, -1.32)
C (-0.49, 2.52, 0.37)
C (-0.87, -0.51, 2.80)
C (-0.24, 4.64, -1.39)
C (0.60, 0.93, -0.93)
C (-0.53, -1.56, 1.66)
C (0.27, 0.40, 0.29)
C (-0.87, 4.82, -0.14)
C (0.02, -2.85, 2.37)
C (0.58, -1.02, 0.70)
C (0.25, 3.38, -1.78)
C (-1.60, -2.73, -0.42)
C (-0.96, 0.94, 2.30)
C (0.80, -1.84, -0.60)
C (1.43, 0.28, -2.00)
C (-1.04, 3.76, 0.77)
C (1.81, -1.20, -1.57)
C (0.16, 2.34, -0.84)
C (-1.86, -1.96, 0.88)
H (0.87, 0.31, -2.92)
H (-1.80, -0.81, 3.31)
H (-0.67, -3.23, 3.14)
H (-0.87, -1.15, -1.77)
H (2.35, 0.82, -2.19)
H (-1.57, 3.86, 1.71)
H (-0.06, 5.45, -2.10)
H (0.14, -3.68, 1.65)
H (-0.38, -2.74, -2.15)
H (1.20, -2.82, -0.33)
H (1.85, -1.81, -2.46)
H (1.52, -0.94, 1.25)
H (-2.35, -1.03, 0.60)
H (-2.54, -2.54, 1.46)
H (0.96, -2.67, 2.90)
H (3.56, -2.21, -0.99)
H (0.44, 3.90, -3.62)
H (3.75, -0.55, -1.28)
H (-1.29, -3.78, -0.19)
H (-0.07, -0.55, 3.55)
H (-1.16, 5.81, 0.15)
H (-2.54, -2.78, -0.97)

Properties
- HOMO (eV) = -7.62
- SMILES = C[C@@]12CCC[C@H]3[C@H](N)Cc4c(n(c5cccc(O)c45)C(=O)C1)[C@H]32
- E_LUMO (eV) = 0.673

(two)
This record from OMol25 describes C19H22N2O2 in the gas phase. The level of theory is ωB97M-V/def2-TZVPD.

CARTESIAN COORDINATES (ANGSTROEM)
O (-4.56, 0.55, -0.46)
O (-0.47, -3.40, 0.31)
N (1.83, 0.19, -1.93)
N (0.41, -1.35, 0.03)
C (-5.92, 0.24, 1.26)
C (-0.60, -2.18, 0.37)
C (3.71, 0.79, -0.34)
C (-4.75, -0.51, 1.49)
C (3.93, 1.62, 1.92)
C (-3.94, -0.29, 0.40)
C (5.12, -0.34, 1.25)
C (1.64, -1.88, -0.53)
C (4.79, 0.58, 2.22)
C (0.66, 0.70, -1.25)
C (3.09, 0.88, -1.71)
C (-5.76, 0.87, 0.06)
C (-6.64, 1.78, -0.71)
C (1.86, -1.26, -1.92)
C (-2.63, -0.77, 0.06)
C (3.39, 1.72, 0.64)
C (-1.88, -1.59, 0.81)
C (0.44, 0.09, 0.14)
C (4.59, -0.24, -0.02)
H (2.91, 1.94, -1.96)
H (4.86, -0.96, -0.78)
H (1.05, -1.60, -2.57)
H (1.53, -2.96, -0.60)
H (-7.57, 1.93, -0.17)
H (5.21, 0.50, 3.22)
H (3.79, 0.48, -2.45)
H (-6.86, 1.37, -1.69)
H (-0.20, 0.46, -1.88)
H (2.80, -1.60, -2.34)
H (5.81, -1.15, 1.48)
H (0.74, 1.79, -1.17)
H (-4.54, -1.12, 2.34)
H (1.26, 0.37, 0.81)
H (2.73, 2.54, 0.41)
H (2.47, -1.64, 0.14)
H (-6.16, 2.75, -0.85)
H (-0.50, 0.45, 0.57)
H (-6.78, 0.31, 1.90)
H (3.67, 2.35, 2.67)
H (-2.27, -0.42, -0.90)
H (-2.27, -2.00, 1.73)

Properties
- HOMO (eV) = -7.90
- SMILES = Cc1ccc(/C=C/C(=O)N2CCN(Cc3ccccc3)CC2)o1
- E_LUMO (eV) = 0.639

It is (one) that is most stable; the runner-up trails by 46.9 kcal/mol.

(one)
This record from OMol25 describes C6H15N in the gas phase. The level of theory is ωB97M-V/def2-TZVPD.

CARTESIAN COORDINATES (ANGSTROEM)
N (0.65, 0.60, -0.87)
C (0.76, 1.78, -0.03)
C (0.80, -1.82, -1.04)
C (-0.73, 2.38, 0.20)
C (0.67, -0.56, 0.00)
C (0.30, -3.06, -0.35)
C (-1.66, 1.60, 1.10)
H (-1.09, 1.25, 2.12)
H (0.30, -3.92, -1.11)
H (-0.67, 3.36, 0.67)
H (-0.11, -0.96, 0.73)
H (0.97, -3.56, 0.34)
H (0.37, -1.67, -2.02)
H (1.60, -0.60, 0.69)
H (-0.66, -2.96, 0.02)
H (-2.51, 2.18, 1.37)
H (-0.30, 0.62, -1.47)
H (-1.33, 2.53, -0.70)
H (-1.98, 0.60, 0.65)
H (1.96, -2.00, -0.96)
H (1.24, 1.53, 0.95)
H (1.40, 2.70, -0.29)

Properties
- HOMO (eV) = -8.65
- SMILES = CCCNCCC
- E_LUMO (eV) = 1.108

(two)
This record from OMol25 describes C6H15N in the gas phase. The level of theory is ωB97M-V/def2-TZVPD.

CARTESIAN COORDINATES (ANGSTROEM)
N (-0.58, 0.02, 0.48)
C (-0.50, 1.10, 1.42)
C (-1.64, -0.93, 0.16)
C (-1.01, -1.98, -0.83)
C (0.80, 1.85, 0.97)
C (-0.27, -1.41, -2.13)
C (2.26, 1.25, 0.61)
H (2.74, 0.72, 1.46)
H (-1.78, -2.73, -1.09)
H (0.35, -0.32, 0.32)
H (-0.26, -2.54, -0.24)
H (0.46, 2.35, 0.03)
H (-1.34, 1.90, 1.26)
H (-0.49, 0.85, 2.57)
H (-0.91, -1.00, -2.85)
H (-2.48, -0.39, -0.39)
H (0.36, -2.11, -2.65)
H (0.37, -0.61, -1.88)
H (2.81, 2.21, 0.32)
H (1.01, 2.60, 1.79)
H (-2.10, -1.41, 0.97)
H (2.20, 0.58, -0.28)

Properties
- HOMO (eV) = -8.22
- SMILES = CCCNCCC
- E_LUMO (eV) = 1.104

It is (two) that is most stable; the runner-up trails by 24.3 kcal/mol.

(one)
This record from OMol25 describes C4H4N4 in the gas phase. The level of theory is ωB97M-V/def2-TZVPD.

CARTESIAN COORDINATES (ANGSTROEM)
N (1.64, 0.55, 0.48)
N (-2.28, -0.16, 0.61)
N (1.54, -0.68, 0.55)
N (-0.56, -1.08, -0.65)
C (-1.20, 0.00, -0.07)
C (0.85, 1.31, -0.27)
C (0.64, -1.36, -0.26)
C (-0.51, 1.23, -0.36)
H (-1.14, 2.05, -0.82)
H (1.13, -2.26, -0.71)
H (-2.60, 0.71, 0.98)
H (1.56, 2.10, -0.66)

Properties
- HOMO (eV) = -9.43
- SMILES = [H]/N=c1\ccnncn1
- E_LUMO (eV) = -1.025

(two)
This record from OMol25 describes C4H4N4 in the gas phase. The level of theory is ωB97M-V/def2-TZVPD.

CARTESIAN COORDINATES (ANGSTROEM)
N (-1.14, 1.17, -0.19)
N (-1.41, -1.04, 0.06)
N (-0.02, -0.81, -0.12)
N (3.31, -0.59, -0.16)
C (0.04, 0.59, -0.09)
C (2.38, 0.12, -0.02)
C (1.37, 1.05, 0.07)
C (-2.01, 0.19, -0.06)
H (1.60, 2.09, 0.20)
H (-1.75, -1.89, -0.37)
H (0.65, -1.19, 0.60)
H (-3.03, 0.31, 0.08)

Properties
- HOMO (eV) = -7.95
- SMILES = N#C/C=C1/N=CNN1
- E_LUMO (eV) = -0.116

It is (two) that is most stable; the runner-up trails by 35.2 kcal/mol.